[1]
107
Properties=species:S:1:pos:R:3:mulliken_charge:R:1 method="wB97M-V/def2-TZVPD" energy_ha=-4901.7296 multiplicity=3 lumo_ev="-4.97 / -9.29" relative_energy_kj_mol=160.8 total_charge=+2
C -1.85259 0.16572 -3.23281 -1.93
H 2.65861 -6.01898 -3.11191 0.42
C -1.34699 -5.35888 -3.04631 -1.51
C -2.93579 2.68542 3.85139 -0.72
C -3.79939 2.82132 0.07419 0.74
C 2.13791 0.46372 1.53179 0.45
C 2.62191 1.58562 3.59999 -0.82
H -1.90279 -6.13148 -3.55471 0.45
F -0.11789 5.31402 1.68999 -0.21
H -1.19699 0.40882 -4.05741 0.53
H 3.92011 4.71832 -0.51081 0.50
F 0.27401 5.56982 -0.42341 -0.13
H -2.41759 -2.09168 3.36309 0.15
N -2.39029 4.97582 -0.95891 -0.74
C -1.33949 -0.54028 -2.14541 0.37
H -1.42499 3.13982 2.57799 -0.47
H 1.93081 -4.60148 -5.13941 0.44
F -4.66089 2.72652 -0.92111 -0.27
C 3.03261 -0.55038 1.86529 -1.16
C 3.01521 -5.11008 -2.63601 -1.71
H 1.01251 3.93052 -3.54891 0.48
C 1.91181 1.52092 2.41619 -0.90
C 1.77111 2.12972 -0.77891 0.85
C 2.75341 2.96042 -0.24141 -0.22
H 2.80331 5.35792 -2.62571 0.45
F -3.53799 1.54832 0.50779 -0.12
H -4.24679 -0.95718 -0.43381 0.48
H 0.45591 -5.77948 -4.08891 0.47
C -3.42059 -0.29198 3.05909 -0.24
C 0.72811 -4.14618 -2.73131 0.45
O 0.70811 -2.33708 -1.10831 0.11
H 2.47621 2.41422 4.27649 0.51
F -0.00459 7.28492 0.85139 -0.25
C -2.19209 -0.97528 -1.09001 0.96
H 3.23921 2.71452 0.69189 0.49
C 0.69821 -4.20518 2.40269 -0.91
O -2.79279 5.37182 1.45799 -0.85
S -2.27089 5.99802 0.25889 0.91
F -4.39219 3.41752 1.10019 -0.25
N -2.98939 -1.42598 3.89529 -0.10
H -0.75859 -0.69188 1.80949 -0.09
S -2.14569 3.50272 -0.57721 0.60
C 1.91081 -1.88518 -1.56391 -1.06
H 4.05941 -4.97518 -2.90011 0.40
H -2.44229 4.44992 2.73969 0.41
P 1.29691 0.50752 -0.07291 2.72
C 1.50671 3.65492 -2.62981 -0.50
C -0.70939 -2.71748 1.13409 1.04
C -4.03989 0.11772 -2.26201 -1.25
O -1.21999 3.32792 0.52009 -0.21
C 1.15191 2.48642 -1.98091 -0.75
C -0.41159 6.05392 0.60689 0.61
C 3.12631 4.10952 -0.91561 -0.75
H -3.06119 2.82692 4.92329 0.60
O -1.94429 2.61082 -1.67821 -0.53
C -1.96739 -4.57448 -2.08731 -0.65
C -0.19269 -3.99448 1.36719 -0.14
O -2.68179 7.30532 -0.04911 -0.62
H 5.39261 -0.57708 -2.52111 0.47
H -2.30249 -0.90448 4.58439 0.44
C -0.37199 -1.68328 1.99819 0.41
C 2.31751 -0.62098 -1.11431 -0.30
H 1.11391 -5.18958 2.55559 0.48
N -1.99599 3.66752 3.28759 0.30
C 2.27061 -3.71438 -4.61701 -1.74
H -4.43009 0.02022 3.31219 0.62
H 4.43901 -1.25758 3.30919 0.52
C -3.19449 0.49062 -3.29901 -0.98
P -2.03149 -2.58488 -0.13071 -0.52
C 3.57581 -0.15658 -1.48171 -0.30
C 0.50551 -1.90178 3.04939 -0.73
H -3.00649 -4.72818 -1.83771 0.53
C 3.96271 -2.14908 -2.75801 -0.28
H -3.91079 2.78442 3.37769 0.30
C 3.53151 0.58702 3.91919 -0.97
H -3.74509 -1.91038 4.38249 0.39
C -3.55309 -0.60648 -1.18881 -0.44
H 2.94381 -5.23338 -1.55691 0.37
H 1.73851 -3.33468 4.05559 0.49
C 3.73251 -0.48078 3.05679 -0.63
H -0.32029 -0.88838 -2.22951 1.00
H 0.76351 -1.08738 3.70869 0.64
H 3.29261 -3.52058 -4.92251 0.43
H 4.61131 -2.72698 -3.39781 0.52
P -2.12259 1.02682 3.48469 1.18
C 2.51021 4.45832 -2.10761 -0.92
H 0.39881 1.83092 -2.41611 0.11
O -1.48999 0.42592 4.69649 -0.98
H -1.35649 4.05872 3.98079 0.42
O -1.26439 1.30952 2.28739 -0.62
C 2.69761 -2.63278 -2.44451 0.56
H 3.90241 0.81402 -1.14151 0.60
H -3.58839 1.00712 -4.15911 0.47
H 1.65321 -2.87248 -4.92491 0.37
C -0.01319 -5.14988 -3.34981 -0.14
C 0.09761 -3.36938 -1.76591 -0.86
H 4.08231 0.63872 4.84449 0.43
H -5.09099 0.35522 -2.32361 0.51
C 2.17941 -3.90408 -3.09151 1.46
C 4.40601 -0.93338 -2.26951 -1.53
H -3.36369 -0.52608 1.99489 -0.57
Pd -1.06829 1.00962 -0.18791 1.71
C 1.04561 -3.16148 3.24819 -0.82
H -0.47449 -4.82058 0.73049 0.59
C -1.24939 -3.58548 -1.43701 1.27
H 3.19111 -1.37788 1.18789 0.54
H 1.19471 2.28842 2.15249 0.68

***

[2]
11
Properties=species:S:1:pos:R:3:mulliken_charge:R:1 method="wB97M-V/def2-TZVPD" energy_ha=-1010.6276 lumo_ev="-0.42 / -0.60" relative_energy_kj_mol=407.3
H 0.06264 0.47285 1.01253 0.38
C -0.98627 0.41151 0.80215 -0.70
P 0.42775 -1.63297 -1.22074 0.19
O 2.83732 -0.78513 -0.64199 -0.51
H -1.10117 2.59832 0.66378 0.25
H 2.27907 -2.41620 0.09856 0.26
C -1.56498 1.62462 0.58038 -0.44
H -1.62951 -0.48160 0.80132 0.29
Cl 0.45418 0.11621 -2.04276 -0.07
N 1.90120 -1.66241 -0.49154 0.14
H -2.68024 1.75481 0.43832 0.21

***

[3]
94
Properties=species:S:1:pos:R:3:mulliken_charge:R:1 method="wB97M-V/def2-TZVPD" energy_ha=-3994.0079 smiles="CCCCC[C@@H]1COS(=O)(=O)[C@](CCCCS(=O)(=O)Cl)(CCc2ccccc2)[C@@H]1N.CCOS(C)(=O)=O.CCOS(C)(=O)=O" lumo_ev=-0.05
C 5.48408 -2.25894 -1.02820 -0.60
H -1.84835 3.36364 1.79026 0.29
H 2.63625 0.36313 3.18015 0.63
C -1.01103 -6.57893 2.11433 -0.38
H -0.82629 2.97769 -2.66212 0.28
H -6.30713 3.37182 -2.16212 0.20
C 1.90508 0.22415 -0.25696 -1.43
C -4.19247 2.42767 3.06933 -0.50
C 5.77938 0.40914 -1.85750 -0.36
S -5.12455 0.91507 -2.79562 1.18
C 2.08602 0.32110 -2.79940 -1.39
H 1.45058 0.51386 -3.69471 0.48
C 0.09954 1.44294 -1.59760 -1.87
O -4.70042 1.37567 -1.50508 -0.45
H -4.73755 -1.37383 -2.53085 0.37
O 4.81715 -3.15881 3.33836 -0.63
H -6.43719 3.19032 -5.22620 0.27
H -2.19122 2.81961 3.99948 0.23
O 0.73405 -3.88687 2.13408 -0.55
H 2.46252 -5.29157 3.86669 0.33
C 4.59044 -0.30955 -2.31577 0.72
C 3.59073 0.44688 -3.24054 -1.27
O 1.80300 3.76635 -0.27932 -0.39
H -4.05832 1.20326 1.20353 0.26
H -2.13024 3.53543 -0.66993 0.34
H -0.37044 0.42059 -1.53619 0.68
C -1.89938 2.51915 -0.25090 -0.28
S 0.28361 -4.63203 3.27897 1.23
H -0.00191 -6.45402 0.20959 0.25
H -0.01327 4.30361 0.53233 0.41
H 7.40263 -1.95587 0.13588 0.40
H 2.47020 -0.71145 -0.48394 0.33
H 1.93405 -3.81254 4.70931 0.28
C 2.60723 0.89723 0.98003 -0.24
H -2.70364 1.02683 3.90918 0.24
N -0.30688 2.12226 -2.82871 -0.32
H -5.03447 1.72002 3.28887 0.33
H 0.88788 -0.11241 0.09771 0.43
C 2.44697 -0.12923 2.19221 -1.16
H 0.00333 4.39037 -1.25268 0.29
C -0.93622 -6.12508 0.66790 -0.95
C -2.26054 2.45034 1.29366 -0.61
C -3.81626 2.23929 1.54208 -0.34
H 4.04224 -1.23962 1.17515 -0.33
S 4.03974 -1.95084 3.55186 1.28
H -1.77519 -6.52422 0.09540 0.39
H 2.13890 1.84527 1.32983 0.49
C 1.69363 1.15669 -1.52303 2.10
H -6.27128 4.70249 -4.30584 0.39
C 3.27764 -1.45851 1.96731 0.48
O -0.88459 -4.24117 4.01201 -0.68
H 2.64743 -2.29915 1.59202 0.20
H -3.41945 2.17689 5.12701 0.38
C 0.36271 3.77304 -0.38690 -0.84
H 7.65673 0.49741 -0.71682 0.35
C -6.70731 2.96880 -3.09581 -0.20
C 4.46251 -1.69363 -1.89026 0.02
C 6.79363 -0.15346 -0.99450 -0.61
Cl 5.30385 -0.44456 4.16083 -0.23
H -6.13289 -1.05650 -3.59365 0.38
C 1.63794 -4.81112 4.39042 -0.85
H 5.36192 -3.31042 -0.69411 0.34
C -3.03146 2.08471 4.07567 -0.99
H 5.89046 1.46193 -2.20413 0.25
H 3.66749 -0.04947 -4.25257 0.46
H -6.29743 -0.87872 -1.81558 0.32
O 2.95535 -2.11811 4.50849 -0.70
C 6.63700 -1.52985 -0.54786 -0.49
C -0.30903 2.35070 -0.36205 0.59
H -1.74001 1.56896 1.76513 0.28
O 0.14223 -6.17844 2.86398 -0.28
S 2.50174 2.79661 -1.41583 1.52
H 3.91642 1.50537 -3.42404 0.39
O -4.28466 1.04563 -3.95019 -0.64
O 2.33455 3.46891 -2.70622 -0.79
H -0.00462 1.88347 0.61505 -0.11
H -4.57841 3.45603 3.28164 0.30
H 3.58754 -2.29791 -2.22966 0.36
H -0.76740 1.50654 -3.49147 0.26
H -7.77806 3.17526 -3.10313 0.28
H -1.92235 -6.21579 2.59602 0.32
H -4.33439 3.01528 0.92027 0.18
C -6.06445 3.63128 -4.30019 -0.98
H 1.36199 -0.43687 2.17799 0.11
H 3.71975 0.99128 0.83895 0.20
H 1.92103 -0.75903 -2.52703 0.30
H -2.37827 1.70346 -0.85023 -0.08
H 1.32172 -5.40203 5.24753 0.37
O 3.92585 2.75266 -1.12169 -0.64
O -6.56298 1.54123 -3.12535 -0.33
H -0.96739 -5.03736 0.59328 0.27
H -4.98176 3.49965 -4.29269 0.27
C -5.63344 -0.77031 -2.67027 -1.07
H -1.04212 -7.66874 2.14568 0.28

***

[4]
13
Properties=species:S:1:pos:R:3:mulliken_charge:R:1 method="wB97M-V/def2-TZVPD" energy_ha=-1023.6565 smiles="CN(C=S)/C=N/S" lumo_ev=-0.60 relative_energy_kj_mol=384.5
C -1.36332 -0.99766 0.45017 -0.35
H 1.26482 0.93016 -0.56510 0.19
H -0.29798 2.09687 -0.45786 0.25
N -0.55058 0.10176 0.37696 0.15
H -0.78299 -1.87470 0.51270 0.40
S -3.01699 -1.27244 -0.16165 -0.25
C 0.84041 -0.01408 0.11937 0.24
H -1.99055 1.35452 -0.75732 0.37
H 3.96500 -1.90355 -0.70638 0.18
H -1.71179 1.96934 0.98054 0.24
N 1.55695 -1.09285 0.32624 -0.40
S 3.30414 -0.68589 -0.06070 -0.20
C -1.21713 1.38853 -0.05697 -0.82

***

[5]
14
Properties=species:S:1:pos:R:3:mulliken_charge:R:1 method="wB97M-V/def2-TZVPD" energy_ha=-2039.8721 multiplicity=3 lumo_ev="0.50 / -4.91" relative_energy_kj_mol=196.4
Cl 0.87833 3.89344 -0.26555 -0.16
Cl 1.11397 1.43195 -2.44409 -0.26
H -1.16421 -0.81001 -1.30470 0.28
H 0.02369 -2.80904 -0.66247 0.40
C 0.10324 -1.98376 -0.07628 -1.04
Si 0.93610 1.93315 -0.38236 0.54
Si -0.74279 0.77559 0.75091 0.17
H 0.26764 -2.26430 1.00535 0.30
H 1.03161 -1.40055 -0.34877 0.21
H -1.97002 1.69759 0.97865 -0.08
H -0.29006 0.75249 2.25363 -0.06
C -1.05188 -1.01272 -0.19611 -0.55
H -1.85785 -1.48784 0.28751 0.44
Cl 2.72224 1.28399 0.40430 -0.21

***

[6]
11
Properties=species:S:1:pos:R:3:mulliken_charge:R:1 method="wB97M-V/def2-TZVPD" energy_ha=-859.7531 multiplicity=3 lumo_ev="-4.05 / -7.65" relative_energy_kj_mol=0.0 total_charge=+1
O -2.64850 1.11714 -0.62610 -0.40
P -1.83485 0.30429 0.52201 0.50
H 0.75660 -1.60391 0.46748 -0.03
H 1.85994 0.17422 1.53068 -0.01
Si 1.54449 -0.39298 0.27143 0.48
H -2.88585 2.02935 -0.30144 0.39
H -0.30161 1.27049 -0.84575 0.42
H 2.14936 -0.08089 -1.07044 0.01
O -0.12200 0.46138 -0.22138 -0.34
H -2.52875 -1.87387 0.07309 0.36
O -1.81034 -1.27449 0.27604 -0.38

***

[7]
31
Properties=species:S:1:pos:R:3:mulliken_charge:R:1 method="wB97M-V/def2-TZVPD" energy_ha=-4388.4427 multiplicity=6 lumo_ev="-7.15 / -11.99" total_charge=+2
H -3.01263 0.64130 -3.38019 0.33
C -2.65206 0.74055 -2.35317 -0.74
O 1.31560 -1.19174 -1.36216 -0.24
H -1.64574 1.17981 -2.35477 0.29
N -2.37193 -2.12915 -0.24371 0.19
C -2.67371 -2.76672 -1.44231 -0.33
C 5.19713 2.70890 1.96536 -0.51
H -3.06000 -1.86311 -3.43151 0.48
O 1.16088 -1.32205 2.72171 -0.21
H -2.93966 -3.35060 1.37509 0.34
H -2.73447 -3.83864 -1.51442 0.52
C 1.03446 -0.40799 -0.54925 0.22
H 5.12588 2.43240 3.02367 0.25
C 0.88677 -0.48856 1.95964 0.52
H -1.80703 -2.01864 1.75099 0.25
C -2.33929 -0.78316 -0.43808 -0.08
H -1.22094 -3.47067 0.88536 0.37
C -2.06953 -2.78672 1.01505 -0.77
Se -1.97702 0.57192 0.82431 0.10
Mn 0.40720 0.76490 0.70097 0.06
C 5.60789 1.82993 1.03742 -0.48
N -2.63414 -0.57817 -1.74475 0.16
O 0.46300 2.89935 2.81032 -0.18
H 5.88820 0.80439 1.30448 0.25
H 5.68528 2.10715 -0.02027 0.25
O 0.57853 2.83821 -1.46226 -0.22
C -2.83244 -1.79736 -2.38187 -0.19
H 4.92215 3.73607 1.69934 0.25
H -3.31355 1.40362 -1.78252 0.37
C 0.52449 2.05597 -0.60470 0.45
C 0.48665 2.07880 1.99224 0.29

***

[8]
22
Properties=species:S:1:pos:R:3:mulliken_charge:R:1 method="wB97M-V/def2-TZVPD" energy_ha=-743.8327 lumo_ev=-3.35 relative_energy_kj_mol=170.0 total_charge=+1
H -3.94274 1.45933 0.69817 0.30
H 2.40518 -0.65505 2.35731 0.25
H -4.46568 -1.25303 0.67659 0.35
C 3.21136 0.04103 0.43315 -0.05
H 3.10563 -1.18628 -1.36942 0.28
N -2.01919 0.81143 0.48815 -0.23
C 2.57349 -0.83496 1.23371 -0.62
C -1.36472 -0.11909 -0.21408 0.56
C 3.44371 -0.17213 -1.04588 -1.00
C -3.38736 0.56704 0.97118 -0.58
H -4.42784 -0.32332 -0.93065 0.44
H 4.54711 -0.10233 -1.13549 0.34
N -0.06442 -0.12651 -0.35644 -0.29
H 3.57242 1.04089 0.83112 0.30
H -1.81682 1.76522 0.51667 0.27
S -2.38926 -1.45733 -0.54293 -0.09
H 0.36296 -0.70990 -1.06873 0.22
H 3.01001 0.56548 -1.71315 0.29
C -3.99150 -0.54958 -0.01350 -0.56
H -3.48124 0.32595 1.96399 0.35
H 1.95917 -1.67796 0.83784 0.25
H 0.56656 0.59727 -0.09385 0.23